(1)
Molecular formula: C7H15N2O
Method: DFT, ωB97M-V with the def2-TZVPD basis set

```
25
Properties=species:S:1:pos:R:3:mulliken_charge:R:1
O 0.862 -3.415 0.468 -0.36
N 0.136 -0.221 -0.649 0.12
N 0.492 -2.425 -0.101 -0.03
C 0.282 2.040 -1.629 -1.22
C -1.074 -0.227 -1.456 -0.60
C -0.620 1.057 -0.809 1.46
C 1.907 -0.831 1.006 -1.26
C 0.467 -1.098 0.439 0.73
C -0.454 -1.218 1.647 -1.68
C -1.394 1.561 0.311 -1.91
H 1.359 1.630 -1.656 0.29
H 2.553 -0.629 0.044 0.33
H 0.237 2.998 -1.052 0.37
H 0.888 -0.245 -1.389 0.55
H 0.003 2.326 -2.670 0.32
H 0.133 -1.724 2.449 0.39
H 2.193 -1.798 1.526 0.47
H -0.854 -0.164 1.901 0.29
H -0.874 -0.521 -2.468 0.26
H 1.857 0.075 1.583 0.35
H -2.054 2.480 -0.026 0.41
H -1.913 -0.743 -0.994 0.25
H -0.829 2.071 1.163 0.36
H -2.012 0.817 0.772 0.57
H -1.292 -1.796 1.590 0.50
```

Calculated values
Energy relative to the best compared isomer or geometry (same formula, charge and spin)   6.008 eV
DFT total energy   -12518.656 eV
HOMO energy   -12.92 eV
Multiplicity   1
LUMO energy   -4.10 eV
Total charge   +1
M   143.2 g mol⁻¹



(2)
Molecular formula: C17H17IIrN6O6S
Method: DFT, ωB97M-V with the def2-TZVPD basis set

```
49
Properties=species:S:1:pos:R:3:mulliken_charge:R:1
Ir 0.313 -0.272 -0.888 1.40
I -1.881 -3.201 -5.838 0.17
S 2.084 -1.834 -0.722 -0.45
O -1.397 -1.633 0.122 -0.68
O 0.417 3.325 -2.650 -0.61
O -3.530 -1.349 0.719 -0.44
O 0.985 1.271 -1.973 -0.89
O -1.524 0.420 2.007 -0.63
O 2.683 1.381 0.552 -0.60
N 0.793 -0.691 -3.790 0.05
N 3.153 -1.232 1.693 -0.02
N -1.370 0.826 -0.993 -0.13
N 0.045 -1.057 -2.743 0.18
N 1.515 -2.658 1.792 0.00
N 0.542 0.618 1.017 0.19
C -0.890 -1.878 -3.209 -0.20
C 1.518 2.249 2.473 -0.61
C -3.632 1.225 -0.472 -0.83
C 1.839 -2.458 3.205 -0.51
C -2.325 2.877 -1.645 -0.80
C 0.148 2.289 -2.110 0.49
C 1.695 1.387 1.235 0.24
C -1.248 2.014 -1.569 0.45
C -0.733 -2.040 -4.588 -0.74
C 2.254 -1.897 0.997 -0.02
C -2.509 0.421 -0.438 0.39
C 0.145 1.865 3.001 -0.56
C -2.408 -0.936 0.187 0.51
C 0.355 -1.259 -4.922 -0.15
C 2.980 -1.414 3.134 -0.27
C -0.396 0.895 1.970 0.33
C -3.533 2.468 -1.091 -0.51
H 0.714 -3.157 1.444 0.25
H -1.601 -2.335 -2.541 0.57
H 0.971 -2.083 3.745 0.31
H -4.397 3.117 -1.129 0.46
H 3.696 -0.496 1.263 0.31
H -4.549 0.886 -0.013 0.62
H 2.164 -3.391 3.661 0.33
H 2.701 -0.471 3.604 0.07
H 2.335 2.070 3.171 0.29
H -0.549 2.698 3.098 0.34
H 1.512 0.009 -3.647 0.28
H 1.586 3.294 2.172 0.30
H 3.900 -1.773 3.590 0.38
H 0.172 1.362 3.968 0.27
H -2.188 3.837 -2.123 0.59
H -3.390 -2.212 1.142 0.43
H 0.834 -1.076 -5.868 0.48
```

Calculated values
Energy relative to the best compared isomer or geometry (same formula, charge and spin)   0.807 eV
DFT total energy   -60903.297 eV
HOMO energy   -11.37 eV
Multiplicity   1
LUMO energy   -3.51 eV
Total charge   +1
M   752.5 g mol⁻¹



(3)
Molecular formula: C2H9N2O
Method: DFT, ωB97M-V with the def2-TZVPD basis set

```
14
Properties=species:S:1:pos:R:3:mulliken_charge:R:1
O 1.463 -1.049 2.091 -0.64
N -2.210 -0.067 -0.381 -0.31
N 0.074 0.025 -0.724 -0.15
C -1.106 0.562 -0.701 0.20
C 1.291 0.843 -0.905 -0.89
H 1.179 1.838 -0.475 0.35
H 1.714 -0.858 3.003 0.32
H 2.121 -1.699 1.818 0.33
H 2.120 0.321 -0.444 0.30
H -2.209 -0.939 0.142 0.24
H -3.119 0.362 -0.480 0.26
H -1.161 1.590 -1.025 0.36
H 1.520 0.920 -1.962 0.35
H 0.302 -0.888 -0.355 0.28
```

Calculated values
Energy relative to the best compared isomer or geometry (same formula, charge and spin)   0.803 eV
DFT total energy   -7241.553 eV
HOMO energy   -15.28 eV
Multiplicity   1
LUMO energy   -3.47 eV
Total charge   +1
M   77.1 g mol⁻¹



(4)
Molecular formula: C7H12N2O
Method: DFT, ωB97M-V with the def2-TZVPD basis set

```
22
Properties=species:S:1:pos:R:3:mulliken_charge:R:1
O -1.445 -3.383 0.190 -0.51
N -2.558 -1.479 0.443 -0.81
N -0.290 -0.027 -0.547 -0.35
C 0.855 2.111 -1.080 -0.95
C 1.436 0.979 0.939 -0.28
C 0.976 0.699 -0.476 0.29
C -0.181 -1.443 -0.278 -0.33
C -1.532 -2.070 -0.036 0.41
C 1.737 3.021 -0.203 -0.59
C 1.854 2.240 1.082 -0.56
H 1.772 0.130 -1.004 0.24
H 2.734 3.177 -0.649 0.27
H 1.301 4.020 -0.055 0.34
H 0.422 -1.595 0.631 0.29
H -2.439 -0.470 0.347 0.30
H 1.459 0.219 1.722 0.29
H -1.947 -3.490 1.075 0.37
H -0.196 2.426 -0.993 0.33
H 2.278 2.657 1.997 0.39
H -0.701 0.112 -1.466 0.24
H 1.126 2.137 -2.143 0.33
H 0.318 -2.024 -1.075 0.30
```

Calculated values
Energy relative to the best compared isomer or geometry (same formula, charge and spin)   1.319 eV
DFT total energy   -12480.241 eV
HOMO energy   -9.31 eV
Multiplicity   1
LUMO energy   0.77 eV
M   140.2 g mol⁻¹



(5)
Molecular formula: C31H84N2O11
Method: DFT, ωB97M-V with the def2-TZVPD basis set

```
128
Properties=species:S:1:pos:R:3:mulliken_charge:R:1
O 12.924 16.245 17.932 -0.61
O 14.043 12.117 12.648 0.47
O 12.626 9.394 9.695 -0.27
O 12.555 6.405 14.704 -0.57
O 14.170 14.071 10.709 -0.35
O 8.497 12.407 18.092 -0.58
O 8.996 17.111 13.334 -0.61
O 14.964 13.576 19.273 0.15
O 19.124 12.099 12.827 -0.58
O 16.159 10.236 13.270 -0.24
O 10.237 12.892 13.275 0.36
N 10.909 12.500 10.622 -0.19
N 17.228 11.555 17.088 -0.83
C 13.361 12.278 13.919 2.28
C 16.225 14.007 9.289 -1.41
C 12.457 10.784 9.699 -0.67
C 13.611 11.122 14.766 -0.88
C 10.114 10.162 10.431 -1.75
C 16.184 12.981 18.793 -1.19
C 14.088 16.607 17.221 1.72
C 9.573 13.174 18.621 0.71
C 13.505 8.894 8.774 -0.71
C 10.846 12.390 18.502 -0.81
C 15.011 10.951 18.074 -0.45
C 7.895 12.614 12.919 -1.49
C 9.619 14.462 17.827 -0.60
C 15.889 12.056 17.567 1.91
C 13.807 17.908 16.551 -1.69
C 11.337 11.116 10.668 1.56
C 17.525 10.417 13.116 -0.67
C 9.199 16.284 11.053 -1.30
C 15.388 14.712 10.377 0.90
C 14.761 13.463 20.674 -1.00
C 17.747 11.880 12.799 0.43
C 15.026 16.137 9.871 -1.44
C 12.265 7.217 16.938 -1.46
C 15.351 16.829 18.044 -1.36
C 13.020 7.389 15.606 1.33
C 9.129 11.104 14.392 -1.12
C 9.929 16.893 12.255 0.57
C 9.026 12.517 13.902 1.33
C 11.121 16.069 12.739 -0.93
C 13.628 13.593 14.620 -2.45
C 14.496 7.326 15.743 -0.89
H 14.546 9.214 8.947 0.23
H 10.799 15.081 13.181 0.19
H 11.596 16.596 13.516 0.46
H 9.570 14.211 16.763 -0.07
H 12.441 5.571 15.223 0.37
H 15.365 12.651 16.848 -0.59
H 10.265 9.118 10.621 0.32
H 11.744 10.954 11.694 -0.95
H 11.170 7.268 16.685 0.41
H 13.196 9.358 7.747 0.28
H 7.711 12.880 17.776 0.32
H 15.170 17.631 18.787 0.35
H 14.874 8.093 16.501 0.12
H 9.380 13.260 19.769 0.08
H 8.346 16.973 10.939 0.36
H 14.538 18.019 15.741 0.40
H 14.864 7.605 14.741 -0.03
H 9.373 10.537 11.144 0.42
H 17.206 14.532 9.157 0.36
H 15.591 13.992 21.228 0.28
H 12.114 11.125 8.692 0.43
H 14.657 11.388 12.801 -0.32
H 15.974 14.818 11.297 0.28
H 8.927 10.424 13.547 0.30
H 12.874 11.069 15.572 0.54
H 10.426 12.681 9.753 0.30
H 14.702 13.759 14.828 0.22
H 13.407 11.337 9.997 0.15
H 8.161 12.166 11.965 0.26
H 17.761 12.375 16.808 0.35
H 10.079 10.855 14.903 -0.06
H 12.989 15.395 18.375 0.24
H 10.203 12.936 12.310 -0.34
H 14.255 16.569 10.524 0.28
H 15.692 14.057 8.321 0.38
H 14.909 10.206 17.231 -0.61
H 10.306 17.824 11.874 0.31
H 14.373 15.853 16.457 -0.44
H 14.868 12.383 20.897 0.36
H 11.806 15.875 11.907 0.22
H 10.560 15.028 17.917 0.12
H 14.569 11.244 15.293 -0.14
H 14.624 16.206 8.800 0.30
H 12.864 17.883 16.055 0.39
H 17.298 12.420 13.655 0.01
H 9.879 16.201 10.207 0.34
H 13.538 7.808 8.864 0.26
H 14.291 13.423 11.396 -0.05
H 15.957 9.344 13.621 0.04
H 9.450 16.823 14.154 0.34
H 13.120 13.680 15.556 0.65
H 8.863 13.203 14.708 -0.25
H 17.167 11.097 16.180 0.19
H 11.715 13.017 18.833 0.10
H 16.902 13.802 18.501 0.25
H 12.539 8.009 17.648 0.27
H 7.085 11.942 13.178 0.44
H 11.663 13.226 10.695 -0.05
H 15.839 16.878 9.960 0.39
H 16.398 12.941 9.463 0.30
H 19.307 12.940 12.423 0.33
H 9.860 10.221 9.392 0.47
H 15.424 10.453 18.934 0.52
H 12.604 8.404 15.256 -0.49
H 8.838 15.267 11.196 0.15
H 13.811 13.839 21.041 0.27
H 17.891 9.751 12.343 0.36
H 8.677 15.031 18.067 0.39
H 10.840 11.488 19.069 0.48
H 16.189 17.216 17.448 0.37
H 16.631 12.360 19.591 0.47
H 18.084 10.175 14.013 0.39
H 13.267 14.300 13.908 0.36
H 8.377 10.810 15.181 0.38
H 7.612 13.684 12.670 0.27
H 12.270 12.294 13.705 -1.47
H 14.853 6.337 16.012 0.45
H 12.376 6.315 17.493 0.44
H 15.701 15.967 18.547 0.17
H 17.257 12.072 11.850 -0.08
H 11.029 12.101 17.524 -0.11
H 13.854 18.705 17.279 0.38
H 14.027 11.318 18.320 0.13
H 13.630 10.204 14.173 0.65
```

Calculated values
Energy relative to the best compared isomer or geometry (same formula, charge and spin)   5.159 eV
DFT total energy   -59008.450 eV
HOMO energy   -9.35 eV
Multiplicity   1
LUMO energy   0.40 eV
M   661.0 g mol⁻¹



(6)
Molecular formula: C7H12O3Si
Method: DFT, ωB97M-V with the def2-TZVPD basis set

```
23
Properties=species:S:1:pos:R:3:mulliken_charge:R:1
Si -1.577 0.121 -0.181 0.62
O -2.710 -1.019 -0.008 -0.31
O 3.954 0.268 -0.093 -0.09
O -2.511 1.390 -0.261 -0.17
C -2.426 2.771 -0.421 -0.71
C 3.602 -0.821 -0.715 -0.66
C 0.162 -0.066 -0.768 -0.34
C -2.480 -2.355 0.305 -0.34
C 2.351 -1.467 -0.536 -0.05
C 0.958 -1.169 -0.353 -0.32
C 3.137 0.846 0.999 -0.54
H -1.370 -2.432 0.397 0.08
H -2.878 -2.586 1.246 0.26
H 2.433 -2.573 -0.353 0.21
H 2.127 0.550 1.121 0.17
H 3.194 1.968 0.685 0.21
H -2.022 3.144 -1.354 0.33
H -2.003 3.408 0.365 0.32
H -3.454 3.356 -0.558 0.26
H -3.030 -2.985 -0.475 0.19
H 0.599 0.948 -0.745 0.33
H 0.448 -2.098 -0.327 0.28
H 3.495 0.801 2.030 0.27
```

Calculated values
DFT total energy   -21467.987 eV
HOMO energy (alpha / beta)   -6.70 / -6.69 eV
Multiplicity   1
LUMO energy (alpha / beta)   -0.35 / -0.35 eV
M   172.3 g mol⁻¹